1.
{
  "formula": "C35H52Ge2IrO3Se2",
  "method": "wB97M-V/def2-TZVPD",
  "orbital_gap_ev": [4.380, 4.343],
  "total_charge": 0,
  "e_above_lowest_kj_mol": 218.0,
  "fmax_ev_per_a": 3.5,
  "spin_multiplicity": 2,
  "s2": 0.77,
  "lumo_energy_ev": [-1.26, -1.26],
  "symbols": ["C", "C", "H", "H", "C", "H", "H", "H", "O", "C", "H", "H", "H", "H", "H", "C", "H", "H", "C", "C", "H", "H", "C", "C", "C", "H", "C", "C", "H", "H", "H", "H", "C", "H", "H", "C", "H", "H", "H", "H", "H", "H", "H", "H", "O", "C", "C", "H", "Ir", "H", "C", "C", "C", "H", "C", "O", "H", "H", "Se", "C", "H", "C", "C", "C", "C", "C", "Se", "C", "C", "H", "H", "H", "H", "C", "H", "H", "H", "Ge", "C", "H", "C", "H", "C", "H", "C", "C", "H", "H", "C", "H", "H", "H", "H", "Ge", "H"],
  "coordinates": [[-3.160, 0.274, -3.775], [0.933, -1.763, -5.863], [-1.911, 0.661, 2.929], [0.199, 0.187, 4.905], [-0.067, 3.744, -1.330], [2.616, 3.193, -1.382], [-1.052, 3.492, -0.933], [3.390, -1.583, 1.552], [0.587, 1.508, -0.771], [1.522, -3.208, 0.390], [-4.741, -3.337, -1.816], [-3.646, -4.904, -1.359], [-3.046, -7.022, -0.300], [3.106, -3.268, -1.836], [3.117, -1.519, -2.163], [-6.248, -1.297, -4.083], [-3.351, -0.985, 3.101], [-5.328, -0.100, -5.556], [-5.189, -0.775, -4.719], [-0.845, -2.654, -4.485], [-4.186, -3.081, 0.973], [-0.055, -0.962, 3.571], [-1.130, -3.581, -5.485], [-3.783, -1.046, -4.292], [2.063, 2.769, -2.223], [-0.714, -7.843, -0.373], [-0.356, -4.989, -2.159], [-0.144, 1.909, -3.007], [2.169, 1.976, 3.139], [0.520, 4.212, -0.536], [-1.930, -4.301, -5.340], [-6.938, -2.628, -2.491], [-0.985, -1.536, -1.542], [-1.416, 1.964, 4.031], [2.557, 1.845, -2.536], [-3.667, -2.135, -3.257], [-4.758, -1.084, -0.540], [0.941, 2.612, 4.247], [-1.197, 1.804, -2.745], [1.209, -2.704, -7.772], [0.434, -1.034, -3.905], [1.003, -6.554, -1.610], [-2.108, -1.801, 4.075], [-2.123, 0.094, -3.492], [0.435, 0.600, 1.590], [0.620, 2.471, -1.819], [-0.398, -3.598, -6.665], [-1.480, 2.236, 2.275], [-0.642, -0.439, -0.144], [-3.113, -2.819, -0.416], [-2.831, -1.923, 3.274], [-4.082, -1.032, 0.312], [-0.979, -6.917, -0.867], [-3.188, 1.047, -4.548], [-3.461, -2.402, 0.521], [1.493, -0.862, -0.144], [-0.629, -4.323, -7.435], [-3.695, 0.622, -2.893], [-1.880, -2.454, 1.657], [0.497, -0.076, 3.888], [1.593, -2.420, -2.236], [-1.242, 1.511, 3.052], [0.209, 1.068, 2.920], [2.548, -2.337, -1.714], [-4.819, -2.609, -2.613], [0.195, -1.749, -4.686], [-2.842, 0.464, -0.052], [-2.620, -5.241, -1.415], [-2.285, -6.448, -0.814], [-3.536, -2.710, 3.531], [-0.187, 4.459, -2.147], [4.196, -2.750, 0.489], [1.562, -0.322, 3.881], [3.597, -1.839, 0.510], [-7.250, -1.047, -4.409], [-4.658, -0.729, 1.185], [0.249, 0.922, -3.259], [-1.879, -2.682, -2.823], [1.117, 2.256, 3.231], [-0.052, 2.562, -3.876], [0.634, -2.687, -6.855], [0.579, -3.366, -0.135], [2.282, -2.046, -0.239], [2.111, -4.126, 0.334], [-1.660, -4.490, -2.093], [-6.071, -2.210, -2.988], [0.911, 3.074, 2.536], [1.743, -1.058, -6.002], [-0.016, -6.190, -1.551], [2.094, 3.478, -3.051], [1.305, -2.990, 1.438], [4.174, -1.029, 0.060], [-3.178, -1.327, -5.167], [1.926, 0.950, 0.440], [0.401, -4.431, -2.701]],
  "mulliken_spin": [0.001, -0.001, -0.002, 0.000, 0.003, -0.002, 0.000, 0.000, -0.002, -0.005, -0.001, 0.000, 0.000, 0.000, 0.000, -0.003, -0.002, 0.000, 0.005, 0.010, 0.000, -0.001, 0.002, -0.005, 0.008, 0.000, 0.001, -0.012, 0.000, 0.000, 0.000, 0.000, -0.082, 0.000, 0.000, 0.006, 0.004, 0.000, -0.005, 0.000, -0.005, 0.000, -0.001, -0.005, 0.019, -0.026, 0.001, 0.000, 0.759, -0.020, 0.018, 0.016, -0.001, 0.000, 0.008, 0.093, 0.000, 0.001, 0.196, 0.005, -0.001, 0.002, -0.005, 0.000, -0.005, 0.002, 0.000, 0.006, -0.002, 0.011, -0.001, 0.000, 0.000, 0.001, 0.000, -0.001, 0.012, 0.013, 0.002, 0.001, 0.000, 0.001, -0.005, 0.000, -0.008, 0.008, 0.000, 0.000, 0.000, 0.000, -0.001, -0.001, 0.001, -0.007, 0.000]
}

2.
{
  "formula": "C35H52O2P4Sc",
  "method": "wB97M-V/def2-TZVPD",
  "orbital_gap_ev": [4.462, 7.382],
  "total_charge": 3,
  "e_above_lowest_kj_mol": 20.4,
  "fmax_ev_per_a": 3.9,
  "lumo_energy_ev": [-11.61, -8.84],
  "symbols": ["C", "C", "H", "C", "H", "H", "H", "O", "H", "Sc", "H", "H", "H", "H", "H", "C", "H", "C", "H", "C", "H", "H", "C", "H", "H", "H", "P", "C", "C", "O", "C", "C", "H", "H", "C", "C", "C", "P", "H", "H", "H", "H", "C", "C", "C", "C", "H", "C", "H", "C", "C", "H", "H", "C", "H", "H", "H", "H", "H", "H", "C", "C", "C", "C", "C", "H", "H", "H", "C", "P", "H", "C", "H", "H", "C", "H", "H", "C", "H", "H", "H", "H", "C", "H", "C", "H", "H", "H", "C", "C", "H", "H", "H", "P"],
  "coordinates": [[-3.306, -1.568, -0.305], [1.616, 0.475, -3.785], [-5.584, 5.285, 1.281], [-2.865, -1.019, 3.920], [0.062, 1.442, 4.680], [-2.568, 0.524, -2.898], [-3.111, 0.078, 2.076], [-0.718, 1.055, 0.741], [1.930, 2.171, -7.257], [-0.415, 0.213, -1.051], [1.494, 6.022, 3.267], [-3.653, -0.573, -0.582], [3.739, 2.346, 3.330], [2.141, -4.298, 1.034], [3.159, 0.302, 0.841], [2.781, 1.192, -4.095], [3.675, -2.628, -3.204], [-4.542, 3.923, 2.593], [2.604, -5.262, -2.843], [3.374, -2.423, -2.172], [-3.325, -1.690, 0.780], [0.891, -2.634, 2.781], [-2.541, -0.023, 3.000], [4.211, -1.133, 0.703], [-0.311, -0.292, -4.512], [-0.486, 4.799, 2.402], [1.847, -1.813, 0.725], [-2.202, -2.828, -2.435], [1.281, -3.300, -3.720], [1.439, 0.077, -2.428], [3.287, -0.744, 1.152], [-2.167, -1.124, 5.118], [-0.799, 2.692, -1.513], [3.624, 4.803, 3.721], [-1.136, -0.222, 5.406], [2.894, 1.776, -5.367], [0.450, 4.268, 2.590], [-1.003, 1.977, 1.975], [-0.642, 1.757, -3.169], [1.809, -2.540, -4.299], [1.558, -4.280, -4.105], [-5.290, 3.943, 3.398], [1.705, 2.205, 2.609], [2.757, 4.273, 3.325], [-1.475, 0.859, 3.275], [2.828, 2.901, 3.100], [-3.867, 5.196, -0.488], [-1.103, 1.833, -2.167], [-2.256, -2.164, -3.303], [-2.214, 0.968, -1.969], [0.992, -1.637, 2.347], [3.458, 1.447, -3.263], [3.318, -1.328, -2.048], [-4.704, 4.659, 1.423], [0.002, 0.623, -6.807], [-0.604, -0.273, 6.363], [-2.103, -4.000, 0.029], [-0.337, -3.857, -0.254], [-1.093, -3.036, 1.152], [3.373, -0.812, 2.244], [0.497, 2.873, 2.381], [2.312, -4.959, -1.828], [-0.765, 0.759, 4.491], [1.869, 1.640, -6.306], [2.701, -3.386, 1.271], [-1.873, 3.707, -0.250], [-1.574, -3.702, -2.643], [4.118, -2.827, -1.480], [-2.623, 3.781, 0.538], [1.739, -3.213, -1.955], [-2.427, -1.894, 5.835], [0.601, 0.302, -4.748], [1.497, -5.603, -1.479], [-3.967, -2.308, -0.770], [-2.452, 3.037, 1.716], [-3.678, -1.707, 3.690], [2.316, -0.209, -1.892], [-1.234, -3.338, 0.108], [0.207, -3.161, -3.830], [3.715, -3.477, 0.867], [-2.958, 1.110, -1.177], [1.768, 1.123, 2.442], [-3.743, 4.598, 0.404], [2.770, -3.310, 2.361], [-3.412, 3.142, 2.757], [1.622, -1.040, 3.020], [3.172, -5.047, -1.154], [3.747, 2.404, -5.607], [1.560, 4.949, 3.068], [0.757, 0.836, -6.036], [0.008, -1.169, 2.300], [-3.285, 2.593, 3.683], [-3.213, -3.157, -2.166], [-1.652, -1.936, -0.960]],
  "lowdin_charge": [-0.218, -0.307, 0.126, -0.057, 0.113, 0.087, 0.100, -0.425, 0.127, 0.695, 0.128, 0.036, 0.116, 0.049, 0.043, -0.006, 0.080, -0.044, 0.068, -0.241, 0.045, 0.061, -0.096, 0.059, 0.120, 0.115, 0.849, -0.234, -0.210, -0.176, -0.254, -0.038, 0.084, 0.128, -0.044, -0.034, -0.048, 0.919, 0.072, 0.059, 0.065, 0.132, -0.096, -0.033, -0.320, -0.050, 0.118, -0.175, 0.056, -0.202, -0.260, 0.131, 0.017, -0.028, 0.131, 0.126, 0.076, 0.003, 0.044, 0.061, -0.282, -0.213, -0.054, -0.044, -0.250, 0.088, 0.050, 0.062, -0.077, 0.909, 0.122, -0.055, 0.066, 0.063, -0.275, 0.119, 0.124, -0.262, 0.027, 0.053, 0.068, 0.069, -0.041, 0.062, -0.058, 0.055, 0.056, 0.124, -0.038, -0.039, 0.016, 0.111, 0.057, 0.747]
}